(1)
The following is a quantum chemistry calculation of a structure of composition C32H34IrN9O2S3, from OMol25.

Calculated values
**Kohn-Sham gap**: 4.421 eV
**Charge**: 0
**HOMO level**: -5.32 eV
**Maximum force**: 0.0182 hartree/bohr

Element x y z (Å)
Ir 0.477 1.647 0.403
C 3.993 0.389 -1.755
C 2.683 0.930 -1.294
N 2.386 1.095 -0.043
N 3.262 0.727 0.911
C 2.793 0.875 2.142
N 3.539 0.387 3.130
S 1.298 1.670 2.590
C 1.641 1.346 -2.235
C 1.831 1.354 -3.610
C 0.825 1.833 -4.431
C -0.341 2.316 -3.863
C -0.473 2.275 -2.486
N 0.475 1.786 -1.695
H 4.484 -0.130 -0.937
H 4.637 1.205 -2.097
H 3.855 -0.313 -2.576
H 4.370 -0.132 2.900
H 3.270 0.524 4.085
H 2.761 0.994 -4.022
H 0.959 1.842 -5.505
H -1.144 2.714 -4.465
H -1.367 2.620 -1.989
C -1.584 0.265 3.256
C -2.101 -0.531 2.095
C -2.674 -0.097 0.916
C -3.429 -1.057 0.142
C -4.151 -0.714 -0.957
C -4.174 0.615 -1.417
C -3.404 1.577 -0.778
C -3.553 2.981 -1.333
C -4.861 3.629 -0.875
C -2.590 1.220 0.319
N -1.542 2.095 0.740
C -1.774 3.331 1.059
C -0.662 4.220 0.980
C -0.416 5.583 1.123
C 0.921 5.786 0.765
C 1.454 4.547 0.423
N 0.492 3.616 0.536
H -0.537 0.063 3.487
H -2.155 0.018 4.159
H -1.677 1.341 3.105
H -2.255 -1.586 2.309
H -0.646 -0.763 0.704
H -3.430 -2.080 0.500
H -4.722 -1.471 -1.483
H -4.797 0.893 -2.257
H -3.556 2.920 -2.426
H -2.731 3.644 -1.059
H -5.712 3.013 -1.163
H -4.984 4.619 -1.318
H -4.891 3.734 0.211
H -2.779 3.654 1.304
H -1.133 6.329 1.425
H 1.457 6.721 0.763
H 2.459 4.279 0.140
N 0.609 -8.147 1.706
C 1.154 -6.892 1.519
C 1.060 -5.923 2.527
C 1.639 -4.684 2.360
C 2.322 -4.389 1.186
C 2.420 -5.336 0.178
C 1.845 -6.582 0.345
S 3.002 -2.781 0.971
O 3.660 -2.748 -0.317
O 3.756 -2.439 2.142
N 1.675 -1.831 0.956
C 1.036 -1.652 -0.151
S 1.389 -2.251 -1.764
C -0.083 -1.528 -2.375
C -0.743 -0.861 -1.429
N -0.100 -0.886 -0.189
H -0.103 -8.236 2.410
H 0.450 -8.704 0.884
H 0.531 -6.156 3.442
H 1.567 -3.937 3.139
H 2.954 -5.090 -0.729
H 1.929 -7.326 -0.438
H -0.369 -1.641 -3.407
H -1.677 -0.328 -1.521

***

(2)
The following is a quantum chemistry calculation of a structure of composition C5H10O in a non-equilibrium geometry, from OMol25.

Calculated values
**Kohn-Sham gap**: 9.075 eV
**Charge**: 0
**HOMO level**: -8.09 eV
**Maximum force**: 0.0732 hartree/bohr

Element x y z (Å)
C -0.837 1.546 1.179
C -0.866 0.063 0.800
C 0.169 0.130 -0.884
C 0.980 -0.994 -1.522
O 1.526 -1.497 -0.330
C 0.427 -1.078 0.646
H -1.027 2.219 0.319
H -1.634 1.773 1.911
H 0.108 1.836 1.645
H -1.850 -0.158 0.348
H -0.732 0.413 -1.376
H 0.837 0.949 -0.634
H 1.768 -0.650 -2.223
H 0.372 -1.739 -2.067
H -0.185 -1.959 0.697
H 1.006 -0.807 1.503

***

(3)
The following is a quantum chemistry calculation of a structure of composition C23H25O4P2S4V, from OMol25.

Calculated values
**Expectation value of S²**: 0.756
**Kohn-Sham gap (alpha / beta)**: 6.603 / 6.035 eV
**Charge**: -1
**HOMO level (alpha / beta)**: -3.86 / -3.30 eV
**Multiplicity**: 2
**Maximum force**: 0.0193 hartree/bohr

Element x y z (Å)
V 0.079 0.234 0.012
C -3.435 -4.241 3.038
C -2.915 -3.512 1.820
O -2.396 -2.246 2.234
P -1.022 -1.699 1.524
S -0.640 0.048 2.377
S -1.172 -1.827 -0.435
O 0.034 -2.831 2.001
C 0.368 -2.900 3.403
C 1.790 -2.446 3.623
H -3.906 -5.185 2.752
H -4.177 -3.644 3.571
H -2.624 -4.468 3.732
H -3.711 -3.336 1.091
H -2.143 -4.104 1.322
H 0.238 -3.947 3.690
H -0.336 -2.308 3.989
H 2.485 -3.040 3.027
H 2.055 -2.555 4.678
H 1.910 -1.401 3.344
S 3.315 1.504 -2.156
P 3.738 0.086 -0.875
S 2.311 -0.570 0.429
C 4.338 -1.388 -1.760
C 5.595 -1.355 -2.362
C 6.055 -2.433 -3.099
C 5.255 -3.562 -3.252
C 4.002 -3.599 -2.660
C 3.547 -2.519 -1.912
C 5.170 0.512 0.182
C 5.900 1.666 -0.064
C 7.005 1.986 0.719
C 7.391 1.148 1.753
C 6.666 -0.013 2.004
C 5.564 -0.324 1.225
H 6.220 -0.475 -2.262
H 7.035 -2.395 -3.556
H 5.610 -4.406 -3.830
H 3.373 -4.473 -2.776
H 2.571 -2.554 -1.443
H 5.583 2.318 -0.870
H 7.555 2.897 0.518
H 8.249 1.399 2.365
H 6.955 -0.672 2.814
H 4.995 -1.221 1.440
O 0.008 2.317 -0.118
C -0.541 2.136 -1.241
O -0.386 1.023 -1.832
C -1.453 3.161 -1.830
C -1.948 4.166 -1.007
C -2.800 5.131 -1.527
C -3.142 5.093 -2.872
C -2.642 4.091 -3.694
C -1.801 3.119 -3.172
H -1.651 4.174 0.033
H -3.188 5.908 -0.880
H -3.802 5.847 -3.283
H -2.908 4.066 -4.744
H -1.415 2.322 -3.794

***

(4)
The following is a quantum chemistry calculation of a cluster of 2 separate species, C5H14N2O in total in a non-equilibrium geometry, from OMol25.

Calculated values
**Expectation value of S²**: 0.750
**Kohn-Sham gap (alpha / beta)**: 1.863 / 8.934 eV
**Charge**: -1
**HOMO level (alpha / beta)**: 1.21 / -5.93 eV
**Multiplicity**: 2
**Maximum force**: 0.0223 hartree/bohr

Element x y z (Å)
C -1.201 -0.594 0.807
C -0.064 0.164 0.135
C -0.128 0.120 -1.381
C 0.027 -1.244 -2.023
C 0.735 -2.235 -1.511
N 0.999 -3.451 -2.209
N -0.126 1.581 0.539
H -1.091 -1.667 0.660
H -2.111 -0.229 0.313
H -1.283 -0.313 1.843
H 0.920 -0.204 0.429
H -1.019 0.644 -1.724
H 0.692 0.757 -1.740
H -0.500 -1.316 -2.966
H 1.128 -2.149 -0.503
H 0.153 -3.903 -2.537
H 1.396 -4.122 -1.559
H -0.507 1.681 1.475
H 0.808 1.977 0.576
H 0.810 5.422 4.100
H -0.212 4.332 3.841
O 0.575 4.749 3.436